1.
Here is a cluster of 3 separate species, C15H37N2O10PS in total from OMol25. Energies are from ωB97M-V/def2-TZVPD.

## Properties
- maximum force (eV/A) = 0.53
- HOMO energy (eV) = -9.145
- frontier orbital gap (Eh) = 0.352

XYZ file:
```
66
Properties=species:S:1:pos:R:3:forces:R:3:mulliken_charge:R:1
C -0.7011 0.3680 3.8622 -0.148 0.021 0.000 -1.033
C 0.7824 0.5274 4.0017 -0.275 0.222 0.122 0.587
N 1.6553 -0.3317 3.7080 0.275 -0.383 -0.210 -0.697
C 1.2826 1.8655 4.4733 0.136 0.117 0.073 -0.120
O 0.5170 2.2620 5.6122 -0.485 -0.054 -0.094 -0.234
S 1.0070 3.4240 6.6244 0.419 0.151 0.279 0.572
O -0.2078 4.0826 7.0381 -0.181 -0.088 -0.002 -0.525
O 1.7481 4.4024 5.5787 0.003 0.017 -0.300 -0.269
P 1.0052 5.7695 4.8577 -0.080 0.029 0.261 0.243
N -0.2276 5.0235 3.9533 0.165 0.200 -0.214 -0.379
O 2.1670 5.9502 3.7380 -0.022 -0.204 -0.130 -0.479
H -1.2181 0.8064 4.7146 -0.005 -0.005 -0.007 0.330
H -1.0439 0.8916 2.9645 0.017 -0.014 0.014 0.053
H -0.9738 -0.6831 3.7773 0.021 0.007 -0.048 0.417
H 1.2113 -1.1750 3.3391 0.074 -0.013 0.043 0.288
H 1.1272 2.6069 3.6839 0.049 0.029 -0.016 -0.037
H 2.3426 1.7833 4.7113 0.014 0.019 -0.032 0.483
H -1.1519 5.3635 4.1928 0.073 -0.135 0.068 0.254
H -0.0883 5.0819 2.9505 -0.024 -0.078 0.033 0.236
H 2.5271 5.1156 3.3987 -0.040 0.144 0.074 0.342
C -4.0995 0.2604 -2.0785 0.000 -0.109 -0.049 -0.940
O -2.7291 0.5849 -2.0612 -0.112 0.166 0.072 -0.066
C -2.3083 1.3595 -3.1676 0.030 -0.067 -0.041 -0.641
C -1.1544 2.2562 -2.7808 0.112 -0.052 -0.054 -0.277
O -1.4847 3.3355 -1.9244 -0.067 0.020 -0.004 -0.480
C -1.7642 3.0458 -0.5654 0.000 0.006 0.063 -0.621
C -0.5653 2.6118 0.2513 -0.002 -0.009 0.119 -0.237
O -0.1884 1.2846 -0.0549 -0.030 0.039 -0.193 0.087
C 1.1970 1.0368 0.0636 -0.045 -0.009 0.211 -0.701
H -4.3360 -0.4766 -2.8551 0.009 0.018 -0.021 0.301
H -4.3437 -0.1657 -1.1065 0.001 -0.021 -0.014 0.245
H -4.7186 1.1495 -2.2424 0.005 0.004 0.014 0.405
H -3.1433 1.9529 -3.5581 0.028 0.069 0.049 0.489
H -1.9525 0.7018 -3.9739 -0.101 -0.014 -0.037 0.340
H -0.7856 2.7231 -3.6967 0.016 0.007 0.018 0.387
H -0.3487 1.6508 -2.3600 -0.036 -0.015 0.016 0.043
H -2.5624 2.3080 -0.4622 0.040 -0.031 -0.048 0.157
H -2.1162 3.9932 -0.1507 -0.024 -0.020 0.014 0.405
H -0.8441 2.6795 1.3152 0.075 0.059 0.010 0.083
H 0.2692 3.3025 0.0743 -0.001 -0.015 -0.056 0.363
H 1.7832 1.7878 -0.4780 -0.009 -0.009 -0.019 0.390
H 1.3922 0.0548 -0.3640 -0.012 -0.017 0.030 0.121
H 1.5072 1.0332 1.1152 0.080 -0.002 -0.029 0.179
C 4.0734 -4.5648 -2.8566 0.077 0.064 -0.044 -0.790
O 2.8516 -3.8746 -2.9660 -0.129 -0.113 0.117 -0.246
C 2.1265 -4.1755 -4.1424 0.070 0.044 -0.104 -0.598
C 0.6345 -4.1187 -3.9045 0.014 0.050 -0.074 -0.124
O 0.1210 -5.2022 -3.1503 -0.023 -0.042 -0.020 -0.439
C 0.3237 -5.1946 -1.7471 -0.003 -0.027 0.080 -0.379
C -0.5669 -4.2323 -0.9937 -0.041 -0.022 0.105 -0.585
O -0.1534 -2.8956 -1.1830 0.040 -0.011 -0.170 -0.227
C -1.2086 -1.9588 -1.1894 0.054 0.025 0.091 -0.643
H 4.8139 -4.2045 -3.5806 -0.017 -0.004 -0.018 0.331
H 4.4544 -4.3917 -1.8516 0.014 0.014 -0.012 0.230
H 3.9382 -5.6421 -3.0056 -0.009 0.001 0.017 0.339
H 2.3952 -5.1718 -4.5138 -0.023 -0.016 0.040 0.347
H 2.3720 -3.4446 -4.9261 0.046 -0.047 -0.028 0.367
H 0.1572 -4.2106 -4.8833 -0.030 0.052 0.017 0.388
H 0.3548 -3.1550 -3.4735 0.049 -0.037 0.072 -0.016
H 1.3709 -5.0197 -1.4905 -0.022 0.075 -0.043 0.174
H 0.0525 -6.2021 -1.4232 0.054 -0.006 0.012 0.394
H -0.5186 -4.4916 0.0740 -0.067 0.014 0.006 0.373
H -1.6040 -4.3645 -1.3261 0.018 0.007 -0.039 0.321
H -2.0065 -2.2644 -1.8761 0.009 0.007 -0.013 0.434
H -0.8081 -1.0047 -1.5200 -0.002 0.001 0.047 -0.082
H -1.6378 -1.8209 -0.1897 -0.023 -0.010 -0.004 0.363
```
Forces are in eV/Å.

2.
Here is a structure of composition C15H37O22P3V from OMol25. Energies are from ωB97M-V/def2-TZVPD.

## Properties
- maximum force (eV/A) = 2.52
- HOMO energy (eV) = -5.326
- frontier orbital gap (Eh) = 0.271
- ΔE to the lowest compared entry with this formula, charge and spin (kJ/mol) = 0.0
- charge = -1

XYZ file:
```
78
Properties=species:S:1:pos:R:3:forces:R:3:mulliken_charge:R:1
O -3.7689 -10.0119 -22.1582 1.268 0.123 0.498 -0.118
V -2.2499 -9.9729 -21.6151 -0.483 -2.371 -0.702 1.618
O -1.6145 -8.7069 -22.2558 0.149 0.597 -0.273 -0.472
O 0.5563 -11.1360 -18.4831 -0.928 0.597 -0.685 -0.593
C 0.2916 -11.0603 -19.8539 0.438 -0.156 -1.062 0.445
O -0.8543 -10.5049 -20.0916 -1.134 0.442 -0.072 -0.018
O 1.0950 -11.4514 -20.6546 0.425 -0.235 0.147 -0.593
H -0.2603 -10.6629 -18.2584 0.154 -0.285 1.071 0.311
O -1.7080 -13.4989 -24.2442 0.626 0.601 -0.259 -0.468
C -0.9191 -12.5005 -23.6721 1.210 1.258 1.506 0.502
O 0.3029 -12.6182 -23.7934 -0.407 -0.476 -0.730 -0.682
O -1.4980 -11.5672 -23.0549 -1.625 0.764 0.900 -1.121
H -0.9573 -13.8233 -24.7714 -0.555 -0.844 -0.143 0.280
C -0.8671 -7.9903 -18.0016 0.372 -0.981 0.252 -0.626
O -1.6073 -7.0057 -18.7185 -0.008 -0.025 0.191 -0.224
P -2.9409 -7.3689 -19.4808 0.962 1.727 -0.136 -0.065
O -3.1679 -8.7535 -19.8784 -0.134 -0.938 0.170 0.519
O -4.0750 -6.7944 -18.5269 -0.240 -0.737 -0.246 -0.232
C -3.9020 -5.5638 -17.8435 -1.260 0.470 0.669 -0.814
O -2.8335 -6.3214 -20.6475 0.037 -0.172 0.023 -0.146
C -3.8448 -6.3864 -21.6729 -0.710 -0.389 -0.214 -0.553
H -0.6702 -7.7427 -16.9567 -0.305 0.681 -0.129 0.346
H 0.0963 -8.1385 -18.4853 -0.109 -0.034 -0.156 0.347
H -1.4092 -8.9371 -17.9821 0.060 0.012 -0.255 0.064
H -3.6832 -5.7591 -16.7933 0.692 -0.022 -0.153 0.270
H -4.8901 -5.0954 -17.7836 0.001 -0.045 -0.337 0.288
H -3.2464 -4.8425 -18.3227 0.375 -0.327 -0.029 0.321
H -4.7477 -6.8992 -21.3314 0.024 0.177 0.214 -0.015
H -3.5182 -6.9845 -22.5214 0.407 0.239 0.011 0.282
H -4.1074 -5.3678 -21.9393 0.119 -0.005 -0.129 0.387
C -4.3563 -14.6261 -21.8026 -0.206 -1.053 -0.374 -0.545
O -4.3655 -14.5065 -20.3701 -0.321 -0.155 -0.229 -0.396
P -4.3134 -13.0721 -19.7336 -0.067 -0.079 0.270 -0.183
O -3.4108 -12.1177 -20.3428 0.686 0.332 0.106 0.562
O -5.8276 -12.5694 -19.7402 -0.234 -0.420 -0.254 -0.308
C -6.0795 -11.2282 -19.3572 -0.285 0.587 1.899 -0.507
O -3.9984 -13.4487 -18.2266 -0.062 0.682 0.148 -0.340
C -4.9342 -14.1525 -17.4074 0.161 -0.204 -0.368 -0.711
H -3.6059 -13.9749 -22.2437 -0.298 0.254 -0.166 0.198
H -5.3750 -14.5702 -22.1921 0.060 0.900 0.006 0.259
H -4.1190 -15.6604 -22.0631 0.506 0.043 0.447 0.240
H -5.2832 -10.5317 -19.6171 -0.190 -0.040 -0.706 0.033
H -6.1517 -11.1576 -18.2557 0.353 -0.341 -0.038 0.329
H -7.0931 -10.9265 -19.6139 0.239 -0.068 -0.943 0.286
H -5.6553 -14.6709 -18.0397 0.060 -0.262 0.174 0.324
H -5.4918 -13.4983 -16.7357 0.223 0.264 -0.087 0.239
H -4.3173 -14.8365 -16.8299 -0.312 -0.203 0.085 0.273
C -6.8524 -10.3232 -23.0716 0.546 -0.483 -0.395 -0.384
O -7.8114 -9.2771 -23.3243 -0.065 0.104 0.809 -0.390
P -7.7016 -7.9548 -22.4484 0.237 -0.926 -0.663 0.724
O -6.7627 -6.9532 -22.9475 -0.154 0.413 0.059 -0.600
O -9.2204 -7.5129 -22.3599 -0.445 -0.276 0.185 -0.334
C -9.8275 -6.7692 -23.4091 0.943 1.418 -0.364 -0.769
O -7.3934 -8.5362 -21.0172 0.112 -0.580 0.862 0.181
C -7.5654 -7.7890 -19.8002 -1.028 1.256 -1.273 -0.762
H -5.8422 -9.9383 -23.1932 0.076 -0.136 -0.095 0.303
H -7.0616 -11.1235 -23.7778 0.065 0.208 -0.237 0.338
H -6.9110 -10.7797 -22.0837 -0.349 0.436 0.164 0.051
H -9.2625 -6.8098 -24.3437 -0.034 -0.497 0.029 0.321
H -9.7339 -5.7157 -23.1280 -0.453 -0.007 0.021 0.290
H -10.8634 -7.0288 -23.5964 0.005 -0.366 0.379 0.253
H -8.1864 -6.9509 -20.1363 0.107 0.329 0.725 0.426
H -6.6402 -7.3955 -19.3886 0.238 -0.386 -0.101 0.113
H -8.1712 -8.3204 -19.0715 0.311 -0.493 -0.072 0.295
O 0.7861 -5.2227 -23.5374 -0.481 0.277 -0.341 -0.595
C 0.7837 -5.5366 -22.3799 1.350 -0.607 0.693 0.581
O 1.0258 -4.6596 -21.3839 -0.143 0.374 0.478 -0.287
C 1.2871 -3.3039 -21.7514 -0.518 0.356 0.177 -0.286
C 2.7332 -3.0892 -22.1517 -0.321 0.333 -0.133 -1.106
C 0.7711 -6.9497 -21.8491 -0.849 0.009 -1.132 -0.447
H 1.0883 -2.6996 -20.8637 -0.009 -0.309 0.201 0.320
H 0.5287 -2.9933 -22.4714 0.357 -0.001 -0.371 0.328
H 3.3414 -3.6341 -21.4306 0.234 -0.058 -0.239 0.289
H 2.9761 -2.0273 -22.0664 -0.006 0.002 0.069 0.377
H 2.9347 -3.3683 -23.1834 0.074 -0.365 0.112 0.281
H 0.8479 -7.5511 -22.7540 0.225 -0.324 0.254 0.322
H -0.2082 -7.2198 -21.4486 0.199 0.221 0.234 -0.189
H 1.5640 -7.1695 -21.1432 0.042 0.197 0.053 0.360
```
Forces are in eV/Å.

3.
Here is a structure of composition C15H38BrN5NbO3 from OMol25. Energies are from ωB97M-V/def2-TZVPD.

## Properties
- maximum force (eV/A) = 2.15
- HOMO energy (eV) = -4.002
- frontier orbital gap (Eh) = 0.233
- charge = -1

XYZ file:
```
63
Properties=species:S:1:pos:R:3:forces:R:3:mulliken_charge:R:1
C -2.5559 3.9739 2.0011 -0.111 0.218 -0.021 -0.944
C -3.8919 3.3053 1.6749 0.168 -0.165 -0.078 -0.433
C -4.2383 2.0439 2.5190 -0.006 0.547 0.088 -0.410
N -3.1940 1.6507 3.4759 -0.700 -1.245 -0.553 -0.584
Nb -1.8306 0.1631 3.0953 -0.949 1.909 -0.293 -0.317
Br -2.0051 -0.5509 5.6229 0.073 0.079 0.029 -0.474
N -1.6172 0.7604 1.1583 0.614 -0.323 1.166 -0.469
C -0.5609 0.7815 0.4664 0.106 -0.100 -0.417 0.922
C -0.5953 0.8172 -1.0458 -0.311 0.136 -0.058 -1.532
C 0.8423 0.7784 1.0268 0.236 0.560 -0.377 -0.906
H -1.7245 3.4510 1.5302 0.014 -0.114 0.157 0.063
H -2.3763 4.0053 3.0750 0.035 -0.037 -0.029 0.294
H -2.5488 5.0006 1.6236 -0.009 -0.003 -0.031 0.388
H -4.6961 4.0411 1.7752 0.008 -0.049 0.018 0.408
H -3.8662 3.0032 0.6252 -0.083 0.102 -0.043 0.214
H -5.1666 2.2466 3.0642 0.028 -0.022 0.008 0.496
H -4.4668 1.2242 1.8338 0.074 -0.001 0.024 0.065
H -3.6251 1.4733 4.3800 0.239 0.278 0.054 0.250
H -0.3469 1.0825 3.7282 0.304 -0.633 0.042 0.028
H -0.7450 -1.2887 2.7877 -0.037 -0.171 -0.280 0.096
H -3.1997 -1.0507 2.8150 0.423 -0.261 0.288 0.103
H -0.0057 -0.0027 -1.4646 -0.022 -0.013 0.031 0.267
H -0.1424 1.7492 -1.3965 0.070 -0.007 -0.002 0.453
H -1.6246 0.7762 -1.3975 0.001 -0.090 -0.051 0.396
H 1.5640 0.9646 0.2292 0.058 -0.195 -0.027 0.089
H 1.0614 -0.1668 1.5265 -0.161 0.048 0.091 0.208
H 0.9376 1.5945 1.7413 -0.062 -0.181 0.268 0.265
C 4.3242 0.1293 1.3455 -0.069 0.017 -0.084 -1.548
C 4.2003 -0.4670 -0.0365 -0.012 0.020 0.135 0.799
O 3.6567 0.1337 -0.9492 -0.013 -0.034 -0.258 -0.601
N 4.7128 -1.7112 -0.2318 0.035 -0.002 -0.081 -0.154
C 5.3707 -2.5640 0.7322 -0.007 -0.025 0.020 -0.884
H 3.8498 1.1049 1.3340 -0.008 -0.001 -0.017 0.285
H 3.8198 -0.4981 2.0810 0.026 0.022 0.045 0.431
H 5.3713 0.2429 1.6290 0.001 -0.041 0.029 0.474
H 4.5956 -2.0554 -1.1716 -0.023 0.007 0.015 0.229
H 6.3912 -2.7997 0.4233 0.012 0.040 -0.006 0.286
H 4.8295 -3.5020 0.8669 -0.039 0.018 0.010 0.294
H 5.4153 -2.0637 1.6940 0.013 -0.025 0.015 0.335
C 3.5015 3.0705 -5.4780 0.026 0.000 0.073 -1.370
C 3.7704 2.3940 -4.1419 -0.085 0.016 -0.205 0.918
O 4.5474 2.8847 -3.3427 0.039 -0.018 0.042 -0.645
N 3.1121 1.2333 -3.8955 0.060 -0.107 0.138 -0.034
C 2.1804 0.5532 -4.7642 -0.067 -0.026 0.039 -0.907
H 4.1027 3.9738 -5.5096 0.003 0.002 0.003 0.294
H 3.7764 2.4266 -6.3147 -0.004 -0.007 -0.002 0.355
H 2.4491 3.3363 -5.5856 -0.006 -0.008 0.000 0.350
H 3.2929 0.8105 -2.9913 0.082 0.126 0.113 0.229
H 1.1995 0.4576 -4.2933 -0.003 0.040 0.007 0.225
H 2.5288 -0.4530 -5.0098 0.040 0.015 -0.015 0.284
H 2.0565 1.1017 -5.6926 -0.022 -0.017 -0.015 0.400
C -2.8267 -2.7776 0.0036 0.036 -0.032 0.052 -0.657
C -2.9462 -3.8073 1.1112 -0.072 0.315 -0.235 0.569
O -2.4101 -3.6413 2.1786 0.040 -0.585 0.106 -0.545
N -3.7052 -4.9294 0.8535 0.078 -0.037 0.097 -0.167
C -4.4130 -5.2625 -0.3551 -0.033 0.001 -0.026 -0.811
H -2.2172 -1.9674 0.3953 -0.022 0.007 0.004 -0.227
H -2.3597 -3.1998 -0.8892 -0.004 -0.018 -0.005 0.427
H -3.8040 -2.3790 -0.2737 -0.007 0.004 0.008 0.354
H -3.7526 -5.5652 1.6335 -0.012 0.029 0.004 0.235
H -5.4888 -5.3617 -0.1843 -0.005 0.040 0.014 0.265
H -4.0579 -6.2009 -0.7916 0.040 0.012 -0.004 0.267
H -4.2653 -4.4765 -1.0902 -0.020 -0.017 -0.019 0.305
```
Forces are in eV/Å.